The following is a quantum chemistry calculation of 2 unconnected molecules or ions with the total composition C5H12 at a distorted geometry, from OMol25.

```
17
Properties=species:S:1:pos:R:3:forces:R:3
C -2.292642 1.563770 2.685292 -1.234 0.637 0.244
C -2.908749 1.999578 3.787915 0.101 1.621 -0.786
H -2.990487 1.343964 1.876107 0.633 -1.089 0.010
H -1.235519 1.665181 2.494771 0.020 0.166 -0.062
H -3.985185 1.949290 3.870659 -0.152 -0.285 -0.140
H -2.519623 2.840151 4.368476 0.634 -1.052 0.731
C 1.468833 -0.760277 -0.493793 -1.615 -0.524 1.546
C 2.063742 -1.079445 -1.865733 0.511 1.183 0.462
C 1.038562 -1.275909 -2.961448 -0.369 -0.370 -0.327
H 0.368176 -0.853921 -0.438935 0.222 -0.783 -0.437
H 1.857157 -1.410973 0.300315 -0.065 -0.021 -0.246
H 1.468674 0.228713 -0.021537 1.103 0.392 -0.833
H 2.692108 -0.207934 -2.069602 0.169 -0.196 -0.533
H 2.744281 -1.931894 -1.786971 -0.198 0.030 -0.042
H 1.465639 -1.465526 -3.954886 0.137 0.376 0.236
H 0.331409 -0.443115 -3.013367 0.216 0.050 -0.100
H 0.433624 -2.161652 -2.777263 -0.114 -0.135 0.277
```
Positions in Å, forces in eV/Å.

Its HOMO energy is -9.91 eV. The frontier orbital gap comes out at 10.96 eV. Its SMILES is C=C.CCC. The calculation puts the energy above the lowest of the compared OMol25 structures with the same formula, charge and spin at 210.4 kJ/mol. As for the LUMO energy: 1.05 eV. As for the electronic energy: -5377.760 eV.

Results of the Löwdin charge analysis, in e, for atoms 1 through 2:
1. C -0.0815
2. C -0.0921

The following is a quantum chemistry calculation of a molecular structure, C22H18ClN5OS at a distorted geometry, from OMol25.

```
48
Properties=species:S:1:pos:R:3:forces:R:3
O -4.583536 -1.921525 -1.111571 2.509 1.507 0.309
C -3.615280 -1.179828 -0.800787 -4.844 3.014 -2.051
N -2.731053 -1.433044 0.143959 -8.181 -7.373 -5.147
C -1.881860 -0.712720 0.749287 0.220 -2.721 -1.714
C -2.250230 0.331226 1.255782 -5.127 15.207 9.862
C -1.340851 1.179764 2.062522 -0.523 -1.427 -1.597
C -0.061555 0.702362 2.177671 2.599 2.550 -1.304
C 0.337787 -0.353517 1.287344 1.460 -0.281 2.667
C -0.668450 -1.104988 0.687952 10.731 -2.302 0.118
C -0.351018 -2.516077 0.151801 -2.486 2.659 1.031
C -1.466982 -3.223027 0.817454 -0.824 -6.693 -3.977
C -2.946378 -2.837212 0.450377 3.166 -3.592 2.657
H -3.289752 -3.664980 -0.379803 0.481 3.169 1.992
H -3.433567 -2.993367 1.485466 -0.275 0.374 -2.005
H -1.218875 -3.482788 1.743541 0.397 0.334 4.658
H -1.363762 -4.459676 0.520100 -0.350 2.902 0.029
H -0.529993 -2.576740 -0.864518 0.070 0.050 -2.417
H 0.591379 -2.871150 0.412473 1.581 -0.416 0.491
H 1.485280 -0.616879 1.357313 -2.648 0.127 -0.608
H 0.763652 1.470294 2.606251 -1.865 -2.256 -0.661
H -1.591846 2.192086 2.404784 -0.283 -0.786 0.131
H -3.425676 0.922992 1.608523 3.170 -2.799 -2.083
C -3.576084 0.308702 -1.390522 -0.479 -1.155 -3.455
H -3.633863 1.058636 -0.557277 0.192 -0.535 -1.407
H -4.360702 0.501972 -2.428059 2.072 -0.786 3.887
S -1.879047 0.210106 -2.342411 -3.662 -3.445 -2.200
C -1.052513 1.255838 -1.487105 1.789 8.400 3.100
N 0.220600 1.299272 -1.300714 -2.877 -8.183 -3.976
N 0.845078 2.020504 -0.558511 6.710 4.867 3.816
C 2.261642 1.980870 -0.192284 -3.667 5.996 1.024
N 2.516473 3.274305 0.288301 1.757 -5.209 -0.752
N 1.411998 3.922343 0.216458 4.645 8.684 4.119
C 0.495055 3.345711 -0.237467 -8.213 -7.268 -3.939
C -0.896635 3.509044 -0.557127 1.075 5.334 1.062
C -1.677549 2.630094 -1.144390 0.080 -1.640 -0.111
H -2.626758 3.103310 -1.378515 -0.379 -1.199 -0.388
H -1.215243 4.619317 -0.437624 0.116 -2.058 -0.125
C 3.152377 0.941773 -0.153458 -9.490 -4.410 -7.117
C 2.774889 -0.220862 -1.041759 0.857 5.535 4.499
C 3.587599 -1.170453 -1.070319 9.890 -11.400 -1.138
C 5.057554 -1.226819 -0.478146 -4.275 4.577 0.629
C 5.213255 0.099680 0.234194 6.072 -11.513 -3.995
C 4.344060 1.014961 0.133121 3.810 4.256 3.670
H 4.656113 1.840937 0.618531 0.855 3.380 1.282
H 6.242473 0.190243 0.326097 1.741 1.195 1.420
Cl 6.268115 -2.510020 -0.784507 -1.711 1.709 0.553
H 3.510929 -2.327368 -1.615368 -0.776 3.660 1.136
H 1.932746 -0.523308 -1.427056 -5.111 -0.041 -1.971
```
Positions in Å, forces in eV/Å.

Its HOMO energy is -8.07 eV. The frontier orbital gap comes out at 7.34 eV. As for the LUMO energy: -0.73 eV. As for the electronic energy: -55945.120 eV.

Results of the Löwdin charge analysis, in e, for atoms 1 through 2:
1. O 0.0086
2. C -0.4990

The following is a quantum chemistry calculation of a molecular structure, C14H34FO2PTa at a distorted geometry, from OMol25.

```
53
Properties=species:S:1:pos:R:3:forces:R:3
C 0.655001 -0.168396 5.094031 0.395 -0.674 -1.150
C 0.756912 -0.798218 3.665393 -1.053 -0.373 0.111
C -0.582105 -0.658691 2.854174 1.249 -0.292 -0.773
C -0.621607 0.715879 2.114703 -0.577 0.063 0.909
C -2.042030 1.335351 1.951521 0.226 0.079 -0.538
C -2.750248 1.049254 0.577342 -0.372 -0.416 0.938
C -2.343940 -0.289630 -0.131175 0.058 0.348 -0.162
Ta -1.037343 -0.137149 -2.014024 -2.379 -0.073 -0.138
C -1.789103 -2.236938 -2.653490 0.568 0.340 -0.145
C -0.699047 -3.370241 -2.631228 -1.167 -0.737 -0.263
C -0.602643 -4.131531 -1.271918 0.769 0.078 -0.457
F -1.373704 -3.549765 -0.263238 -0.072 0.048 0.049
C -0.329303 2.017698 -1.591733 -0.339 -0.196 -0.266
O 0.581863 2.584687 -2.558070 0.195 -0.116 0.687
C 1.884400 2.070154 -2.418080 1.034 0.848 -0.012
C 2.619744 2.504996 -1.095761 0.331 -0.482 -0.303
C 3.889808 3.378341 -1.342769 -0.316 -1.021 0.221
P 1.080448 -1.159001 -0.789904 1.771 0.002 -1.273
O 2.183585 -1.641489 -1.754856 -0.917 -0.044 0.962
H 1.425820 -0.641872 5.726178 -0.250 0.552 -0.045
H 0.808018 0.917385 5.000477 -0.214 -0.337 0.480
H -0.336723 -0.432316 5.497692 0.392 0.388 0.017
H 0.980016 -1.879747 3.763296 -0.032 0.501 0.005
H 1.554511 -0.359650 3.039418 -0.167 -0.113 0.457
H -1.474092 -0.867068 3.470054 0.351 0.324 -0.080
H -0.534153 -1.469284 2.097233 -0.300 0.404 0.339
H -0.127746 0.627247 1.135460 -0.116 0.057 0.362
H -0.016370 1.416616 2.729977 -0.242 -0.253 -0.406
H -1.935197 2.435570 2.044034 -0.186 -0.494 0.083
H -2.701781 0.993596 2.774022 0.429 0.130 -0.284
H -3.835049 0.970305 0.812556 0.501 0.245 -0.212
H -2.652549 1.954424 -0.044977 0.118 -0.501 -0.042
H -1.867332 -1.029006 0.551420 -0.362 0.498 -0.185
H -3.289726 -0.781533 -0.451793 0.597 0.139 -0.066
H -0.050135 -0.081572 -3.590734 0.072 -0.121 0.184
H -2.460779 0.575701 -2.991760 0.296 -0.147 0.209
H -2.657493 -2.465666 -1.999393 0.538 -0.071 -0.243
H -2.204346 -2.195570 -3.682997 0.299 0.135 0.464
H -1.028910 -4.141472 -3.365253 0.335 0.330 0.295
H 0.278682 -3.011628 -2.990644 -0.279 -0.039 0.462
H -0.940249 -5.178762 -1.357111 0.001 0.425 -0.038
H 0.438221 -4.140919 -0.902509 -0.355 0.009 -0.134
H 0.029732 2.122389 -0.538339 0.013 0.129 -0.491
H -1.237253 2.662088 -1.651648 0.399 -0.391 0.049
H 1.961814 0.972116 -2.545792 -0.444 0.299 0.115
H 2.475273 2.516032 -3.247277 -0.444 -0.258 0.233
H 2.970446 1.567263 -0.617287 -0.232 0.549 -0.003
H 1.928682 3.008236 -0.398819 0.221 -0.205 -0.312
H 3.649564 4.439515 -1.508700 0.201 -0.387 -0.027
H 4.424994 2.937984 -2.207724 -0.171 0.511 0.313
H 4.556173 3.241082 -0.468702 -0.233 0.486 -0.396
H 1.658722 -0.072304 -0.032307 -0.405 -0.524 0.382
H 0.728529 -2.124493 0.211032 0.263 0.348 0.117
```
Positions in Å, forces in eV/Å.

Its HOMO energy is -4.53 eV. The frontier orbital gap comes out at 7.06 eV. As for the LUMO energy: 2.53 eV. Its net charge is -1. As for the electronic energy: -32716.996 eV.

Results of the Löwdin charge analysis, in e, for atoms 1 through 2:
1. C -0.1155
2. C -0.2654

The following is a quantum chemistry calculation of a molecular structure, H4NPS2 at a distorted geometry, from OMol25.

```
8
Properties=species:S:1:pos:R:3:forces:R:3
N 0.579862 0.868090 -0.941103 3.696 -5.519 0.140
P 0.455476 0.035039 0.522078 -2.654 0.568 -1.135
S -2.159106 -0.868929 -0.177904 1.757 -0.559 1.226
S 1.733190 -1.603516 0.357244 0.129 0.104 -0.401
H 0.226843 1.727929 -1.099488 -1.334 3.166 -0.584
H 1.138656 0.364749 -1.694535 -1.431 1.522 1.139
H -2.435732 0.116889 -0.996414 0.097 0.764 -0.504
H 2.295270 -1.373322 -0.851091 -0.261 -0.048 0.118
```
Positions in Å, forces in eV/Å.

Its HOMO energy is -8.09 eV. The frontier orbital gap comes out at 7.40 eV. The calculation puts the energy above the lowest of the compared OMol25 structures with the same formula, charge and spin at 148.8 kJ/mol. As for the LUMO energy: -0.70 eV. As for the electronic energy: -32513.311 eV.

Results of the Löwdin charge analysis, in e, for atoms 1 through 2:
1. N -0.3148
2. P 0.4341

Q: frontier orbital gap of number 2 (C22H18ClN5OS)?
A: 7.34 eV

Q: The highest frontier orbital gap belongs to which entry?
A: C5H12

Q: The highest electronic energy belongs to which entry?
A: C5H12